[1]
15
Properties=species:S:1:pos:R:3 method="wB97M-V/def2-TZVPD" energy_ha=-532.1251 orbital_gap_ev=10.44 spin_multiplicity=1 homo_energy_ev=-10.4250 lumo_energy_ev=0.01
O -3.1418 -0.5663 -1.1075
C -2.4255 0.0273 -0.2136
O -2.7027 0.8836 0.5722
C -1.0398 -0.7293 0.0934
O -0.0603 0.2074 0.6734
C 1.1878 -0.4216 0.8449
C 2.3947 -0.0056 -0.0546
O 3.4470 -0.6948 -0.3014
O 2.2994 1.1436 -0.7863
H -2.0710 0.9115 1.2210
H -1.3688 -1.5017 0.9637
H -0.5737 -0.9446 -0.8840
H 1.3694 -1.4997 1.1638
H 1.5316 0.1436 1.6860
H 1.6765 1.8787 -0.5744

[2]
16
Properties=species:S:1:pos:R:3 method="wB97M-V/def2-TZVPD" energy_ha=-1475.7523 orbital_gap_ev="7.25 / 6.34" charge=+1 spin_multiplicity=5 homo_energy_ev="-12.8845 / -12.8844" lumo_energy_ev="-5.64 / -6.54"
H -0.1079 -1.6650 1.6459
O 0.1101 -0.5862 -0.1231
O 1.2958 -2.9427 -0.7564
C 0.6620 -1.3409 0.9236
C 1.3373 -2.5699 0.3896
H 1.4134 -0.7694 1.4964
H 1.9090 -3.1265 1.1643
O -1.7528 0.1745 1.0709
C -0.7070 0.4436 0.2796
O -1.3121 0.9712 -0.9021
V -3.0216 0.9266 -0.0788
O -0.0225 1.4789 0.8221
C -0.1137 2.0792 -1.2943
H 0.9702 1.9827 -1.1509
H -0.1282 1.8709 -2.3719
H -0.5321 3.0729 -1.1149

[3]
18
Properties=species:S:1:pos:R:3 method="wB97M-V/def2-TZVPD" energy_ha=-1626.6722 orbital_gap_ev="6.55 / 7.05" charge=-1 spin_multiplicity=5 homo_energy_ev="-4.4534 / -4.7170" lumo_energy_ev="2.09 / 2.33"
O -1.6384 0.4953 -3.8347
C -1.6163 0.2654 -2.5936
O -2.6750 0.3065 -1.9075
O -0.4370 0.0514 -2.0339
O 1.1530 -0.9719 1.0359
C 1.0652 -0.4754 -0.2679
C -0.3813 -0.1539 -0.6172
V -3.5920 0.6417 -3.5708
H 1.4313 -1.2480 -0.9624
H 1.6901 0.4234 -0.3904
H -0.7259 0.7479 -0.0973
H -1.0342 -0.9922 -0.3395
C 1.2741 0.2406 2.3350
O 1.8574 1.3215 2.0293
O -0.0577 0.3434 2.7882
H -0.1616 1.2507 3.0911
O 1.9311 -0.7042 3.0971
H 1.9169 -1.5421 2.2387

[4]
12
Properties=species:S:1:pos:R:3 method="wB97M-V/def2-TZVPD" energy_ha=-629.3136 orbital_gap_ev=7.82 spin_multiplicity=1 homo_energy_ev=-8.6272 lumo_energy_ev=-0.81
O 2.6751 -0.8259 -0.3245
C 2.3049 0.4238 0.1230
C 0.7777 0.1741 0.4264
C -0.1722 0.9050 -0.1783
C -1.5382 0.8679 -0.0166
S -2.2687 -0.6529 -0.0295
H 2.4000 -1.6573 0.0279
H 2.9329 0.5309 1.1505
H 2.7414 1.0667 -0.7665
H 0.6251 -0.7119 1.1536
H 0.2116 1.7406 -0.6587
H -2.2463 1.8605 0.0347

[5]
12
Properties=species:S:1:pos:R:3 method="wB97M-V/def2-TZVPD" energy_ha=-629.3422 orbital_gap_ev=8.80 spin_multiplicity=1 homo_energy_ev=-7.9572 lumo_energy_ev=0.85
C -1.1684 -1.0520 -0.0835
C 0.1649 -1.3038 0.1019
S 1.5179 -0.2199 0.0592
C 0.5142 1.2995 -0.3383
C -0.8403 1.0391 0.4495
O -1.7080 0.1401 -0.2541
H -2.0905 -1.7434 -0.0586
H 0.2999 -2.2688 -0.3122
H 0.8047 2.3251 0.0622
H 0.4492 1.5520 -1.3325
H -0.8102 0.5900 1.5627
H -1.2983 2.0455 0.3861

[6]
12
Properties=species:S:1:pos:R:3 method="wB97M-V/def2-TZVPD" energy_ha=-629.2626 orbital_gap_ev=10.14 spin_multiplicity=1 homo_energy_ev=-9.2598 lumo_energy_ev=0.88
C -1.3010 -0.1359 0.3066
O -0.8551 0.3212 -1.0369
C 0.6144 0.2797 -1.1057
C 1.0008 -0.5795 0.1381
S 1.4517 -0.6371 1.8024
C 0.0941 0.2099 0.9775
H -1.6665 -1.1994 0.6482
H -1.9804 0.7788 0.6987
H 0.8074 -0.1592 -2.0101
H 1.1486 1.3020 -1.0423
H 0.3928 -1.4211 -0.1279
H 0.2932 1.2405 0.7514

[7]
12
Properties=species:S:1:pos:R:3 method="wB97M-V/def2-TZVPD" energy_ha=-629.3982 orbital_gap_ev=7.59 spin_multiplicity=1 homo_energy_ev=-9.1283 lumo_energy_ev=-1.53
C 1.1119 -1.5811 0.0470
C 0.6623 -0.1725 -0.2188
O 1.5252 0.7227 -0.2709
C -0.7417 0.1653 -0.1142
C -1.0800 1.5885 0.0187
S -1.9306 -0.9541 -0.1789
H 1.3747 -1.6453 1.1153
H 0.3353 -2.2972 -0.1838
H 2.1160 -1.6944 -0.5352
H -1.3341 1.9764 -0.9098
H -0.1986 2.1696 0.4201
H -1.8404 1.7221 0.8106

[8]
13
Properties=species:S:1:pos:R:3 method="wB97M-V/def2-TZVPD" energy_ha=-1027.5206 orbital_gap_ev=8.54 spin_multiplicity=1 homo_energy_ev=-8.9452 lumo_energy_ev=-0.41
C 1.9659 -0.1352 -0.4338
C 0.8242 -0.9475 -0.0657
C 2.6286 0.4088 0.9307
C -3.3475 -0.0662 -0.5378
O 2.4911 -0.0081 -1.4811
S -1.7924 0.8882 -0.4520
S -0.7447 -0.8970 0.1229
H 3.2200 -0.4900 1.2870
H 2.0017 0.8453 1.7133
H 3.3923 1.1066 0.6323
H -3.4499 -0.1264 -1.6466
H -4.1543 0.4967 0.0300
H -3.0348 -1.0750 -0.0990

Repeat the seventh record exactly.
12
Properties=species:S:1:pos:R:3 method="wB97M-V/def2-TZVPD" energy_ha=-629.3982 orbital_gap_ev=7.59 spin_multiplicity=1 homo_energy_ev=-9.1283 lumo_energy_ev=-1.53
C 1.1119 -1.5811 0.0470
C 0.6623 -0.1725 -0.2188
O 1.5252 0.7227 -0.2709
C -0.7417 0.1653 -0.1142
C -1.0800 1.5885 0.0187
S -1.9306 -0.9541 -0.1789
H 1.3747 -1.6453 1.1153
H 0.3353 -2.2972 -0.1838
H 2.1160 -1.6944 -0.5352
H -1.3341 1.9764 -0.9098
H -0.1986 2.1696 0.4201
H -1.8404 1.7221 0.8106